[1]
{
  "formula": "C3H5N3O6S2",
  "method": "the ωB97M-V functional and the def2-TZVPD basis",
  "species": ["C", "C", "C", "N", "N", "N", "O", "O", "O", "O", "O", "O", "S", "S", "H", "H", "H", "H", "H"],
  "coordinates": [[0.821, 0.905, 0.562], [-0.648, 1.140, 0.688], [-1.336, 0.434, -0.543], [1.174, -0.295, 0.101], [-0.905, -0.932, -0.593], [0.289, -1.185, -0.114], [-3.331, -1.417, -1.056], [3.356, 0.807, -1.554], [-2.084, -3.276, 0.014], [-2.469, -1.191, 1.209], [3.562, 1.373, 0.822], [4.399, -0.804, -0.080], [-2.314, -1.819, -0.109], [3.355, 0.317, -0.143], [1.625, 1.650, 0.497], [-1.232, 0.702, 1.581], [-0.956, 2.132, 0.621], [-2.459, 0.429, -0.526], [-0.845, 1.030, -1.379]],
  "atomic_forces_ev_per_a": [[-0.508, -0.270, -0.794], [-1.528, -2.477, 0.891], [0.931, 2.282, -0.536], [-2.320, 1.876, 1.044], [-1.508, 1.146, -1.742], [2.006, -3.549, 0.863], [0.130, -0.211, -0.590], [-0.683, 0.200, 0.731], [0.236, 2.041, -1.018], [-0.755, -0.429, -0.074], [0.318, 1.124, 1.499], [-1.754, 1.351, 0.756], [0.174, -2.405, 3.011], [4.484, -2.822, -3.659], [-0.963, -0.115, 0.502], [1.461, 0.399, -0.920], [-0.026, 2.053, 0.048], [1.451, 0.702, -0.237], [-1.146, -0.897, 0.227]],
  "e_homo_ev": [0.06, -0.82],
  "e_lumo_ev": [5.78, 5.77],
  "total_charge": -2,
  "max_force_ha_per_bohr": 0.1252,
  "relative_energy_ev": 2.120,
  "multiplicity": 1
}

=====

[2]
{
  "formula": "C39H58BCl2F3GeN6O6S2Y",
  "method": "the ωB97M-V functional and the def2-TZVPD basis",
  "species": ["Y", "C", "C", "C", "C", "O", "Ge", "O", "C", "C", "C", "C", "O", "C", "C", "C", "C", "H", "H", "H", "H", "H", "H", "H", "H", "H", "H", "H", "H", "H", "H", "H", "H", "H", "H", "H", "H", "H", "H", "H", "H", "H", "H", "H", "C", "C", "N", "C", "C", "C", "O", "O", "C", "O", "C", "C", "C", "F", "C", "C", "C", "N", "C", "C", "N", "C", "C", "H", "H", "H", "H", "H", "H", "H", "H", "H", "H", "H", "H", "H", "H", "H", "H", "H", "H", "F", "B", "F", "Cl", "C", "Cl", "H", "H", "S", "C", "N", "C", "C", "C", "C", "C", "C", "H", "H", "H", "H", "H", "S", "C", "N", "C", "C", "N", "H", "H", "H", "H", "H", "H"],
  "coordinates": [[0.116, -1.697, -0.219], [1.329, 0.803, 2.406], [1.828, -0.605, 2.696], [1.549, -0.956, 4.156], [3.322, -0.704, 2.443], [1.125, -1.524, 1.805], [-0.022, -2.952, 2.515], [0.226, -3.895, 0.870], [0.794, -5.236, 0.882], [2.271, -5.164, 0.537], [0.610, -5.892, 2.249], [0.066, -6.064, -0.164], [-1.440, -2.088, 1.500], [-2.773, -1.961, 2.049], [-3.691, -2.918, 1.296], [-2.798, -2.317, 3.534], [-3.215, -0.517, 1.883], [1.735, 1.500, 3.144], [0.238, 0.842, 2.443], [1.652, 1.131, 1.416], [2.081, -0.257, 4.803], [1.888, -1.965, 4.399], [0.483, -0.882, 4.390], [3.850, -0.106, 3.191], [3.582, -0.332, 1.453], [3.658, -1.741, 2.522], [2.817, -4.564, 1.271], [2.385, -4.693, -0.439], [2.707, -6.166, 0.503], [1.170, -5.374, 3.029], [0.972, -6.920, 2.210], [-0.445, -5.913, 2.536], [0.280, -5.702, -1.172], [-1.014, -6.042, 0.008], [0.398, -7.102, -0.106], [-3.254, -3.920, 1.291], [-3.845, -2.596, 0.264], [-4.667, -2.979, 1.784], [-2.579, -3.374, 3.704], [-3.790, -2.110, 3.936], [-2.075, -1.719, 4.095], [-3.098, -0.212, 0.845], [-2.598, 0.144, 2.498], [-4.260, -0.398, 2.181], [1.416, 6.403, -1.979], [1.832, 5.590, -0.761], [1.170, 4.284, -0.689], [1.775, 3.224, -1.261], [1.254, 1.975, -1.225], [1.948, 0.995, -2.045], [3.051, 0.998, -2.478], [1.085, -0.099, -2.395], [0.036, 1.706, -0.485], [-0.380, 0.484, -0.232], [-0.662, 2.827, -0.002], [-1.916, 2.702, 0.627], [-2.588, 3.813, 1.086], [-3.778, 3.613, 1.706], [-2.103, 5.095, 0.940], [-0.837, 5.229, 0.315], [-0.120, 4.142, -0.118], [-2.794, 6.277, 1.340], [-4.229, 6.250, 1.577], [-4.713, 7.704, 1.720], [-3.724, 8.587, 1.008], [-2.413, 8.624, 1.758], [-2.130, 7.199, 2.247], [1.919, 7.372, -1.977], [0.337, 6.570, -2.002], [1.691, 5.881, -2.898], [1.627, 6.122, 0.168], [2.904, 5.405, -0.781], [2.705, 3.412, -1.786], [-2.348, 1.722, 0.767], [-0.445, 6.228, 0.163], [-4.517, 5.705, 2.479], [-4.714, 5.771, 0.729], [-4.736, 8.042, 2.753], [-5.696, 7.850, 1.283], [-4.089, 9.526, 0.867], [-3.541, 8.171, 0.095], [-2.516, 9.335, 2.574], [-1.660, 8.982, 1.061], [-2.487, 7.073, 3.278], [-1.059, 7.024, 2.260], [0.526, 1.147, -4.310], [0.372, 0.069, -3.556], [-0.544, -0.823, -3.905], [-4.065, 1.168, -2.681], [-4.152, -0.358, -1.823], [-2.521, -1.042, -1.565], [-4.705, -1.074, -2.411], [-4.592, -0.198, -0.849], [-1.912, -4.953, -3.151], [-1.451, -3.900, -1.900], [-0.328, -3.262, -2.043], [0.277, -3.627, -3.259], [1.470, -3.125, -3.783], [1.907, -3.596, -5.004], [1.175, -4.554, -5.724], [-0.016, -5.039, -5.231], [-0.453, -4.560, -3.994], [-2.075, -3.808, -1.017], [2.022, -2.364, -3.245], [2.829, -3.209, -5.422], [1.538, -4.901, -6.683], [-0.598, -5.764, -5.786], [3.027, -1.923, -0.755], [4.252, -2.978, -1.221], [5.524, -2.844, -0.817], [6.432, -3.767, -1.506], [5.441, -4.769, -2.131], [4.173, -4.042, -2.022], [5.824, -2.004, -0.354], [7.109, -4.245, -0.806], [7.018, -3.248, -2.262], [5.402, -5.704, -1.574], [5.677, -4.989, -3.168], [3.295, -4.392, -2.367]],
  "atomic_forces_ev_per_a": [[0.264, 0.808, 0.863], [0.031, 0.048, 0.041], [-0.180, 0.048, 0.053], [-0.109, -0.051, -0.027], [0.088, -0.014, -0.017], [-0.097, -0.275, -0.041], [-0.034, -0.073, 0.274], [0.204, 0.225, -0.009], [0.011, 0.062, 0.089], [0.017, 0.083, -0.012], [-0.060, 0.015, 0.008], [-0.050, -0.053, -0.089], [0.255, 0.046, -0.156], [0.007, -0.050, -0.027], [-0.054, -0.048, -0.031], [0.080, -0.019, 0.003], [-0.025, 0.057, -0.003], [-0.007, -0.019, -0.048], [0.024, 0.007, 0.012], [-0.012, -0.017, 0.025], [-0.007, -0.005, -0.029], [0.000, 0.046, 0.010], [0.047, 0.004, 0.005], [0.005, -0.039, -0.052], [-0.010, -0.025, 0.042], [-0.010, 0.049, 0.016], [-0.022, -0.028, -0.049], [-0.021, -0.068, 0.121], [-0.030, 0.056, 0.019], [0.000, -0.033, -0.014], [-0.018, 0.024, -0.014], [0.051, -0.012, -0.003], [-0.017, -0.025, 0.060], [0.070, -0.014, -0.011], [-0.031, 0.028, -0.018], [-0.032, 0.030, 0.022], [0.034, -0.030, 0.056], [0.031, 0.014, -0.051], [-0.016, 0.034, 0.007], [0.000, -0.010, -0.009], [-0.044, -0.007, -0.009], [-0.017, 0.014, 0.020], [-0.031, -0.036, -0.016], [0.073, 0.007, -0.007], [-0.012, -0.027, -0.012], [-0.140, -0.061, -0.089], [-0.138, 0.087, 0.123], [0.077, 0.411, 0.032], [-0.057, -0.510, 0.071], [-0.330, -0.162, 0.108], [0.369, 0.156, -0.099], [-0.400, -0.228, -0.516], [0.003, -0.433, -0.036], [0.513, -0.360, -0.058], [-0.047, 0.082, 0.042], [-0.106, -0.079, 0.086], [0.035, -0.176, 0.048], [-0.013, -0.039, 0.021], [0.000, 0.192, -0.012], [-0.045, 0.266, 0.009], [0.308, 0.025, -0.188], [0.174, 0.074, -0.138], [0.055, 0.090, -0.044], [0.075, -0.030, -0.077], [-0.004, -0.066, 0.135], [-0.075, -0.022, 0.008], [-0.098, -0.105, 0.123], [-0.025, -0.043, 0.000], [0.035, -0.003, 0.002], [-0.015, 0.033, 0.045], [0.014, 0.011, 0.038], [0.039, -0.017, 0.003], [-0.055, 0.025, 0.048], [0.046, 0.070, -0.018], [-0.072, -0.075, 0.034], [-0.013, -0.010, 0.053], [-0.023, -0.034, -0.030], [0.007, 0.012, 0.040], [-0.016, 0.035, -0.032], [-0.032, 0.066, 0.014], [0.021, -0.039, -0.065], [-0.029, 0.031, 0.004], [0.024, 0.014, -0.047], [0.024, -0.012, 0.011], [0.040, -0.025, -0.036], [0.067, -0.155, 0.066], [-0.209, 0.195, 0.159], [0.278, 0.016, 0.041], [-0.007, 0.035, 0.000], [0.058, 0.193, 0.087], [-0.455, -0.054, -0.594], [-0.061, -0.077, -0.077], [-0.066, 0.001, 0.091], [-0.079, -0.139, -0.027], [-0.066, -0.119, 0.102], [0.060, -0.060, -0.536], [-0.094, 0.133, 0.161], [0.105, 0.080, 0.010], [0.004, -0.008, 0.003], [0.015, 0.042, 0.009], [-0.038, -0.009, 0.019], [-0.053, -0.087, -0.062], [0.063, 0.038, -0.034], [0.021, -0.072, 0.008], [-0.048, -0.014, 0.013], [-0.005, 0.017, 0.062], [0.030, 0.039, 0.032], [0.109, 0.073, -0.003], [-0.003, -0.003, -0.004], [0.128, -0.013, 0.000], [-0.186, 0.033, 0.069], [-0.076, 0.143, 0.044], [0.007, -0.189, -0.228], [-0.006, -0.008, 0.010], [0.033, -0.010, 0.039], [-0.002, 0.062, -0.060], [-0.034, -0.019, 0.062], [0.003, -0.014, -0.047], [0.036, 0.074, -0.023]],
  "e_homo_ev": [-9.00, -12.17],
  "e_lumo_ev": [-4.07, -4.08],
  "s_squared": 0.78,
  "total_charge": 2,
  "max_force_ha_per_bohr": 0.0236,
  "relative_energy_ev": 1.419,
  "multiplicity": 2
}

=====

[3]
{
  "formula": "C14H29Cl2CrN10P",
  "method": "the ωB97M-V functional and the def2-TZVPD basis",
  "species": ["Cr", "C", "N", "C", "C", "N", "N", "C", "N", "N", "H", "H", "H", "H", "H", "H", "H", "H", "H", "H", "H", "Cl", "C", "Cl", "H", "H", "N", "C", "C", "C", "N", "H", "H", "H", "H", "C", "N", "C", "N", "C", "N", "C", "P", "C", "C", "H", "H", "H", "H", "H", "H", "H", "H", "H", "H", "H", "H"],
  "coordinates": [[-0.095, 0.772, -0.795], [-0.786, -3.566, -4.080], [-0.800, -2.981, -2.748], [-1.159, -3.881, -1.667], [-0.583, -1.681, -2.519], [-0.452, -1.152, -1.321], [-0.512, -0.888, -3.646], [-0.054, 0.397, -3.808], [0.049, 0.802, -5.080], [0.232, 1.143, -2.786], [-0.546, -4.623, -3.995], [-0.016, -3.123, -4.711], [-1.763, -3.497, -4.566], [-1.355, -4.867, -2.077], [-2.068, -3.549, -1.165], [-0.340, -3.987, -0.953], [-0.557, -1.864, -0.606], [-0.840, -1.342, -4.491], [-0.155, 0.184, -5.850], [0.344, 1.733, -5.335], [0.618, 2.039, -3.077], [-0.058, 3.175, -0.526], [-1.733, 3.305, -1.086], [-2.291, 1.634, -1.219], [-1.759, 3.799, -2.061], [-2.344, 3.851, -0.361], [2.420, -0.789, -0.210], [3.717, -0.868, -0.554], [4.026, 0.298, -1.224], [2.843, 1.035, -1.238], [1.865, 0.364, -0.629], [1.883, -1.476, 0.300], [4.328, -1.717, -0.320], [4.967, 0.577, -1.650], [2.683, 2.017, -1.643], [-1.779, 0.597, 4.488], [-1.420, 1.850, 3.852], [-0.113, 2.280, 4.313], [0.871, 1.270, 3.970], [0.524, 0.003, 4.587], [-0.792, -0.407, 4.131], [-0.843, -0.809, 2.769], [-0.388, 0.621, 1.583], [-1.571, 1.853, 2.437], [1.137, 1.177, 2.575], [-2.774, 0.276, 4.175], [-1.779, 0.734, 5.572], [-0.140, 2.399, 5.397], [0.153, 3.234, 3.855], [0.508, 0.129, 5.671], [1.267, -0.754, 4.329], [-1.860, -1.135, 2.529], [-0.154, -1.646, 2.612], [-2.603, 1.580, 2.184], [-1.358, 2.860, 2.057], [1.465, 2.154, 2.201], [1.944, 0.457, 2.413]],
  "atomic_forces_ev_per_a": [[1.177, -1.093, -1.089], [-0.062, -0.234, -0.601], [0.103, 0.562, 0.026], [-0.051, -0.105, 0.479], [-0.145, -0.375, -0.143], [-0.270, 0.290, 0.488], [-0.172, -0.147, -0.573], [-0.120, -0.202, -0.508], [-0.055, -0.162, 0.067], [0.016, 0.340, 0.561], [0.043, 0.099, 0.012], [0.036, -0.023, 0.030], [0.010, 0.061, 0.002], [-0.005, 0.056, 0.000], [0.003, 0.037, 0.088], [0.000, -0.008, 0.078], [0.115, 0.118, -0.027], [0.113, 0.143, 0.168], [0.064, 0.013, -0.026], [-0.040, -0.035, 0.149], [-0.038, -0.107, 0.113], [0.693, 0.700, 0.346], [-0.363, 0.605, -0.314], [-1.097, -0.332, 0.095], [0.029, -0.217, 0.207], [0.228, -0.220, -0.055], [0.226, -0.526, 0.127], [-0.373, 0.347, -0.073], [-0.313, 0.263, -0.023], [0.835, -0.091, 0.017], [-0.725, 0.241, 0.395], [0.040, 0.160, -0.135], [0.061, -0.226, 0.152], [0.246, 0.051, -0.045], [-0.076, 0.081, -0.089], [-0.017, -0.087, -0.151], [-0.568, 0.638, 0.239], [0.011, 0.031, -0.075], [0.701, 0.282, 0.249], [-0.016, -0.005, -0.138], [-0.160, -0.685, 0.527], [-0.186, -0.579, -0.578], [-0.184, 0.053, 1.587], [-0.340, 0.290, -0.431], [0.517, 0.159, -0.435], [0.027, 0.035, 0.000], [-0.004, -0.029, -0.116], [0.011, 0.027, -0.096], [0.008, 0.012, 0.029], [-0.008, -0.049, -0.100], [-0.024, 0.005, 0.037], [0.129, -0.057, -0.080], [-0.081, 0.054, -0.077], [0.163, 0.035, -0.093], [-0.055, -0.125, -0.018], [0.001, -0.128, -0.051], [-0.056, 0.061, -0.132]],
  "e_homo_ev": [-16.11, -16.15],
  "e_lumo_ev": [-11.39, -10.68],
  "s_squared": 0.77,
  "total_charge": 3,
  "max_force_ha_per_bohr": 0.0377,
  "relative_energy_ev": 0.498,
  "multiplicity": 2
}